(1)
ORCA calculation (ωB97M-V with the def2-TZVPD basis set) on the molecule CH4IN in a non-equilibrium geometry.

Positions of all 7 atoms, in Å:
C 0.07144 0.57314 -0.32421
N 0.23271 -0.28049 0.86120
I -1.39037 -2.20002 0.17731
H -0.96292 0.95431 -0.26448
H 0.56274 1.42626 0.07940
H 0.37434 0.33726 -1.34766
H 1.11206 -0.81046 0.81844

Values from the calculation:
charge = 0
HOMO (alpha / beta) = -0.310 / -0.349 Eh
2S+1 = 3
gap between HOMO and LUMO (alpha / beta) = 0.3480 / 0.2405 Eh


(2)
ORCA calculation (ωB97M-V with the def2-TZVPD basis set) on the ion CH4IN2 with charge +1 in a non-equilibrium geometry.

Positions of all 8 atoms, in Å:
N 0.83020 -0.15122 -0.93325
C 0.14068 0.81389 -0.41279
N -0.82831 0.46611 0.77363
I 0.19635 2.77614 -1.01699
H 0.75303 -1.10272 -0.58429
H 1.47947 0.01203 -1.69447
H -0.89768 -0.48410 1.08944
H -1.37677 1.21076 1.16691

Values from the calculation:
structure (SMILES) = NC(=[NH2+])I
charge = +1
HOMO = -0.554 Eh
2S+1 = 1
gap between HOMO and LUMO = 0.3825 Eh


(3)
ORCA calculation (ωB97M-V with the def2-TZVPD basis set) on the molecule CH4IN3 in a non-equilibrium geometry.

Positions of all 9 atoms, in Å:
C -0.62824 0.18222 0.42993
N 0.38212 -0.34683 -0.42062
N 1.48996 0.17090 -0.23444
N 2.48848 -0.27933 -0.99017
I 4.39409 0.49541 -0.81261
H -1.63444 -0.04019 -0.00640
H -0.45299 1.17431 0.62929
H -0.63363 -0.53123 1.18269
H 2.29114 -1.06309 -1.49305

Values from the calculation:
structure (SMILES) = C/N=N/NI
charge = 0
HOMO = -0.325 Eh
2S+1 = 1
gap between HOMO and LUMO = 0.3036 Eh


Values for electronic energy, eV, ordered as above
-10689.229 -12175.158 -13669.677